Formula: C26H29CdN7O4S
Source: the Open Molecules 2025 dataset
Level of theory: the ωB97M-V functional and the def2-TZVPD basis

Geometry as XYZ:
```
68
C26H29CdN7O4S | the Open Molecules 2025 dataset | the ωB97M-V functional and the def2-TZVPD basis
Cd 0.3926 -0.1327 -0.8387
S 2.6053 -0.9866 0.2553
O -0.3274 -2.8430 2.9706
O 2.3119 2.6187 -0.1952
O -0.4616 -0.2359 1.5237
O -2.5692 0.6092 -1.1521
N 2.5725 -2.1312 -2.1994
N 1.7671 -1.1002 -2.5614
N 1.0850 2.1093 -0.5895
N -0.0626 0.6922 -3.3866
N 3.5045 -3.3688 -0.5395
N -2.8194 -1.3401 2.7597
N -1.4274 1.0661 -0.8201
C -1.0750 -2.8297 1.8279
C -2.2684 -2.1203 1.7170
C -0.8864 -3.5755 4.0533
C -2.4534 3.2468 -0.3983
C -0.9997 1.5304 -3.8053
C 1.4266 1.3684 4.1119
C 3.3590 -0.5954 -4.3420
C 0.5050 1.2868 5.2091
C -1.0181 0.0240 3.7896
C 0.2867 4.0911 0.5576
C -0.1168 0.1619 2.6473
C -1.2847 -3.5526 -0.4640
C 1.1361 0.8459 2.8989
C 1.3294 1.3779 -5.1878
C -2.2615 -0.5613 3.7029
C -2.9894 -2.1941 0.5258
C 0.0824 2.8052 -0.1860
C -1.2702 2.3270 -0.4874
C 2.8897 -2.2081 -0.9478
C 0.3485 2.2564 -5.6233
C -2.5057 -2.8925 -0.5620
C -0.8468 2.3291 -4.9324
C 2.0772 -0.4060 -3.5892
C -0.5917 -3.5285 0.7315
C -0.6736 0.6519 5.0376
C 1.0836 0.5942 -4.0674
H 4.0739 -3.2846 0.2836
H -1.8474 -3.1715 4.3793
H 3.1685 -0.9838 -5.3454
H -2.9571 -0.3390 4.5081
H 0.7509 1.7471 6.1576
H -0.8787 -4.0902 -1.3116
H 2.9047 1.8812 -0.3903
H 1.8307 0.9232 2.0731
H -2.7698 3.3875 0.6398
H 0.5884 4.8786 -0.1373
H 3.9894 -1.2987 -3.8085
H 2.2684 1.3069 -5.7190
H 0.5215 2.8747 -6.4951
H -0.6173 4.3982 1.0747
H -1.3896 0.5959 5.8524
H 0.3492 -4.0482 0.8410
H -3.9190 -1.6388 0.4465
H 3.8807 -3.9431 -1.2783
H -3.0694 -2.9057 -1.4850
H 1.0960 3.9668 1.2750
H -1.9082 1.5653 -3.2092
H -1.6440 2.9880 -5.2486
H -1.0203 -4.6249 3.7805
H -3.2766 2.7865 -0.9381
H 3.8822 0.3572 -4.4365
H -0.1757 -3.5016 4.8728
H 2.3752 1.8709 4.2622
H -2.2359 4.2262 -0.8283
H -3.8250 -1.3143 2.7402
```

## Properties
Kohn-Sham gap	6.9	eV
highest occupied orbital energy	-7.1367	eV
spin multiplicity	1
LUMO energy	-0.29	eV



Formula: C4H5IN2
Source: the Open Molecules 2025 dataset
Level of theory: the ωB97M-V functional and the def2-TZVPD basis

Geometry as XYZ:
```
12
C4H5IN2 | the Open Molecules 2025 dataset | the ωB97M-V functional and the def2-TZVPD basis
I 0.9968 0.0644 3.0015
N -0.4816 1.0288 -1.1256
N 0.8457 3.9198 -0.1729
C 0.5221 2.8846 0.0810
C -0.0053 1.5027 0.0309
C -0.1112 -1.2077 0.3878
C 0.5944 -0.0324 0.8588
H -0.3897 -0.9515 -0.5729
H -1.0339 -1.1572 0.8757
H -0.5010 1.7052 -1.8606
H -0.7604 1.4575 0.8136
H 0.2263 -2.3139 0.4297
```

## Properties
Kohn-Sham gap (spin up / spin down)	8.5 / 8.2	eV
highest occupied orbital energy (spin up / spin down)	-8.4138 / -9.9931	eV
spin multiplicity	3
LUMO energy (spin up / spin down)	0.05 / -1.82	eV



Formula: C22H41Cl3CuN3O4Si
Source: the Open Molecules 2025 dataset
Level of theory: the ωB97M-V functional and the def2-TZVPD basis

Geometry as XYZ:
```
75
C22H41Cl3CuN3O4Si | the Open Molecules 2025 dataset | the ωB97M-V functional and the def2-TZVPD basis
Cu -1.4222 -1.0392 2.7303
Cl -2.1556 0.8893 4.5909
Cl -1.7633 0.2726 1.1201
Cl -3.7489 -2.2482 2.3249
Si 2.0740 -0.5035 -2.6025
O -3.1300 -0.9619 4.0104
O 2.2042 0.8225 -3.6159
O -1.0572 -2.6438 4.6979
O 0.3805 -0.4876 3.2829
N -2.0909 -3.6107 6.5083
N -4.4829 -0.1550 5.8303
N 0.9787 1.6855 3.5568
C -4.5281 -0.8810 4.6794
C 1.9200 3.4478 -5.4002
C -5.4649 -1.9943 4.6487
C 2.3829 -0.2296 -8.5280
C 0.0025 3.2611 -3.7506
C 0.5094 0.5058 3.9728
C -0.8853 -4.3087 6.6117
C 1.2623 1.2086 -4.6166
C -3.2270 -3.7575 7.3117
C -2.1072 -2.6583 5.3714
C 0.4808 2.9601 4.0855
C 1.1095 2.7310 -4.6450
C 3.8226 -0.8387 -2.0473
C 3.3616 -0.0819 -7.5406
C 0.9804 -0.0902 -1.1504
C 1.9142 4.9390 -5.5712
C 1.6833 0.6746 -5.9851
C 0.6942 0.5381 -6.9671
C 3.0217 0.3749 -6.2621
C 1.0445 0.0836 -8.2395
C 1.3633 -1.9619 -3.5561
C 1.8052 1.7508 2.3355
H 2.8681 5.2910 -5.9398
H 4.5169 -0.8033 -2.8926
H 0.2734 -0.0268 -8.9948
H -2.8971 -3.5635 8.3506
H 1.4876 -2.8752 -2.9599
H 1.1758 1.9928 1.4659
H -1.0419 -5.3260 6.2489
H -0.3393 0.8083 -6.7183
H -0.9703 3.2015 -4.2370
H 0.2922 -1.8367 -3.7583
H -5.3737 -0.1514 6.2674
H 1.8788 -2.1095 -4.5144
H -0.0815 3.4963 3.3125
H -3.0625 -2.2366 5.4544
H 0.2954 0.5072 5.0797
H 1.7020 5.4458 -4.6093
H -3.6666 0.2679 6.3244
H 1.3812 0.7525 -0.5753
H 1.1434 5.2555 -6.2904
H 4.1361 -0.0879 -1.3142
H 2.2826 0.7804 2.1955
H -0.0326 2.6785 -2.8186
H -0.0398 0.1662 -1.4508
H -4.0420 -3.0869 7.0479
H 4.4039 -0.3219 -7.7524
H -3.5606 -4.8112 7.2203
H -4.9570 -2.9219 5.0573
H 1.3328 3.5751 4.4034
H 0.9104 -0.9487 -0.4729
H 2.5549 2.5386 2.4717
H 2.6838 2.9219 -5.9993
H 3.8875 -1.8278 -1.5816
H -6.2167 -1.7602 5.3482
H -0.0677 -3.8366 6.0153
H -5.8981 -2.2715 3.7086
H 0.2801 0.7794 -4.3707
H -0.6389 -4.3158 7.6517
H 2.6534 -0.5868 -9.5202
H -0.1722 2.7393 4.9373
H 3.7747 0.4974 -5.4787
H 0.2110 4.3173 -3.5027
```

## Properties
Kohn-Sham gap (spin up / spin down)	5.1 / 5.1	eV
highest occupied orbital energy (spin up / spin down)	-3.0650 / -3.0056	eV
spin multiplicity	2
LUMO energy (spin up / spin down)	2.08 / 2.08	eV
net charge	-1



Formula: C4H8N2
Source: the Open Molecules 2025 dataset
Level of theory: the ωB97M-V functional and the def2-TZVPD basis

Geometry as XYZ:
```
14
C4H8N2 | the Open Molecules 2025 dataset | the ωB97M-V functional and the def2-TZVPD basis
N -1.8525 0.0264 -0.1301
N -1.0345 -1.0537 -0.2669
C -1.1406 1.0397 0.0219
C 0.2491 -1.1703 0.2133
C 1.1356 -0.0708 -0.2230
C 0.3210 1.2369 -0.0568
H 0.6089 1.7873 -0.9344
H 0.2680 -1.2283 1.3738
H 1.3929 -0.2493 -1.2822
H -1.6603 1.9242 0.3631
H 0.5725 -2.1404 -0.1589
H 0.5927 1.7478 0.8990
H 2.1009 0.0235 0.2983
H -1.5539 -1.8729 -0.1173
```

## Properties
structure (SMILES)	C1=NNCCC1
Kohn-Sham gap	9.2	eV
highest occupied orbital energy	-8.1659	eV
spin multiplicity	1
LUMO energy	1.07	eV



Formula: H80O40
Source: the Open Molecules 2025 dataset
Level of theory: the ωB97M-V functional and the def2-TZVPD basis

Geometry as XYZ:
```
120
H80O40 | the Open Molecules 2025 dataset | the ωB97M-V functional and the def2-TZVPD basis
O 1.3529 -1.2923 -3.0587
O -2.3658 2.9612 -3.6218
O -1.4081 -1.9738 1.5926
O 1.1425 -2.1396 4.8182
O 4.8488 1.2594 -4.6438
O 3.8935 0.8395 2.0543
O -2.0618 -0.2620 5.6628
O -0.8253 5.3307 3.0941
O -3.3651 -2.9332 -2.3963
O 2.9146 -6.0686 -0.2847
O 2.1972 0.6669 -0.8972
O -1.9478 2.0424 -1.0274
O 3.7705 -3.6810 -0.3608
O -5.6318 -3.0086 -2.1480
O 0.9460 0.3680 3.3537
O 3.9425 -2.0269 3.2914
O -1.2662 1.4804 1.6237
O -4.2666 2.7417 0.7925
O -4.8653 3.3522 -3.2290
O -1.4730 -0.8486 -0.6105
O 1.0470 2.4148 1.0677
O -1.9595 -4.6460 0.0216
O 3.9257 -1.5189 -1.4808
O 1.6580 -1.4505 0.2333
O -2.2127 5.6367 0.7472
O 2.4073 0.6733 -3.7389
O 2.1966 4.3415 -0.3838
O 4.9192 1.2358 -1.0073
O 0.9084 -4.3065 -0.0214
O -5.7603 0.8530 -1.1396
O -4.1570 -2.8991 4.2375
O 0.6612 3.5235 3.8165
O -3.4497 0.0253 -2.5469
O 3.3878 -4.1254 2.1504
O 0.0818 -3.4529 2.6844
O -0.1805 -3.6135 -3.0952
O 2.9276 3.7939 -2.8078
O -4.9263 -1.8775 0.2607
O 5.9793 0.0017 -1.9224
O -4.6890 4.7101 -1.0099
H 1.7266 3.5219 -0.1295
H -0.9291 -0.2214 -0.1185
H 3.6707 -3.7010 1.2948
H 3.9665 1.4306 -1.1077
H -0.4877 -2.1946 1.4264
H -4.7084 -1.0309 -0.1717
H -3.5434 -3.8608 -2.6696
H 4.3646 -3.0376 -0.8508
H 4.8027 -1.0678 -1.3325
H -2.6364 -0.0390 -3.0698
H -2.8260 -2.4435 -3.0180
H 0.5134 -4.1742 0.8878
H -6.3581 -2.7396 -1.5590
H -6.6861 0.7903 -1.3693
H 0.9610 -1.0062 -2.2305
H -1.0836 1.0666 2.4732
H -3.3072 -2.5830 4.6281
H -3.9331 3.0517 -3.2959
H 1.8159 -0.5905 -3.5272
H 3.6368 -4.2667 -1.1090
H 4.0455 -2.5342 4.0984
H 0.8530 -1.2801 4.5103
H -4.0775 -3.7917 3.9124
H -1.1947 -4.5245 0.5914
H 3.5079 -2.5261 2.5288
H 0.1639 -2.9666 -3.7178
H -4.9274 -2.5440 -1.6800
H 5.6092 1.1749 -4.0603
H -4.9326 4.3001 -0.1771
H 0.9505 -3.3625 -0.2526
H 2.0939 -2.1895 4.8650
H -2.9889 -0.4331 5.3683
H 1.2803 0.8185 -1.1482
H -1.8717 -2.4436 0.8902
H 2.4221 1.4997 -3.2402
H 2.3502 -2.1379 0.1368
H -1.3407 5.3959 1.1141
H 2.3305 4.8934 0.4035
H -2.6579 1.4188 -0.7804
H 6.6659 0.3960 -1.3891
H 5.1102 0.4033 -2.0233
H 2.2352 -5.4706 0.1025
H 0.3549 1.7098 0.9983
H 0.7616 -2.8800 3.1266
H 1.3375 2.9437 4.2417
H -1.9232 2.2997 -3.0702
H -1.1791 5.8663 2.3948
H 4.1083 -1.8010 -2.4004
H 2.0440 4.1082 -2.6050
H -4.1184 0.2410 -3.2216
H -5.0013 2.0756 0.5520
H 3.1103 0.7561 -4.3974
H -4.4448 3.0959 1.6900
H 0.5447 -3.8517 -2.5191
H 4.2823 -4.3677 2.4426
H -4.1050 -1.8357 0.8232
H 0.7881 2.8035 1.9201
H -2.1196 -0.3544 -1.1229
H -2.5098 2.8040 -0.7744
H -1.7672 3.0359 -4.3752
H 0.7152 4.4706 3.9502
H -1.3583 0.7375 0.9823
H 1.8082 -0.7281 -0.3839
H 2.6666 -6.0694 -1.2250
H -0.6589 -3.2705 3.2640
H 1.8458 0.1123 3.0889
H -1.9035 5.6791 -0.1669
H -4.8209 4.1525 -2.6832
H 4.0509 1.7350 1.6977
H 2.5071 1.2067 -0.1569
H -1.2448 5.0117 3.9034
H 4.1883 1.8262 -4.1217
H 0.4396 0.6162 2.5763
H -5.3308 1.4608 -1.7578
H -1.6517 -4.0760 -0.7135
H -2.4908 0.5958 5.8635
H 3.0959 4.2188 -3.6555
H 3.8872 1.0865 2.9876
H -3.9943 5.3246 -1.1928
H 5.2032 2.1327 -1.2342
```

## Properties
Kohn-Sham gap	8.9	eV
highest occupied orbital energy	-9.6700	eV
spin multiplicity	1
LUMO energy	-0.81	eV



Formula: C47H57As3N2O11Ti
Source: the Open Molecules 2025 dataset
Level of theory: the ωB97M-V functional and the def2-TZVPD basis

Geometry as XYZ:
```
121
C47H57As3N2O11Ti | the Open Molecules 2025 dataset | the ωB97M-V functional and the def2-TZVPD basis
As -2.2260 1.9845 -1.5247
As -3.6368 3.4592 1.7513
As 1.8339 -1.3179 -0.7839
Ti -0.4207 0.0371 0.9046
O -5.5560 5.4766 0.8094
O -3.8851 0.2971 1.6939
O -1.3069 -1.4349 0.1699
O -3.8684 -0.3015 -0.4676
O -5.8894 4.9065 -1.3264
O -0.4351 3.5335 2.6503
O -4.0603 -5.2534 -0.2426
O -3.8929 3.6489 -3.5396
O 0.1830 1.7936 1.3130
O -3.2591 5.5688 -2.5637
O -1.0935 -0.3827 2.5843
N 1.4413 -0.6204 0.9189
N -1.0432 -0.5956 -2.7820
C -2.6765 -3.2985 -0.1096
C 3.1912 -0.5954 -3.1142
C -5.2289 4.8250 -0.3226
C -2.9913 -3.4954 2.6690
C -3.3907 0.3810 0.4165
C 3.4290 1.1916 -1.4897
C -2.2317 -2.4097 2.1331
C -3.5655 -4.4265 1.8723
C 4.7184 -0.2933 2.6591
C 4.1957 1.8812 -2.4301
C 2.0203 -0.2476 3.2573
C -3.5240 4.3960 -2.4885
C 4.4057 -2.9158 -0.4387
C 2.3077 -3.9650 0.1486
C 2.4162 -0.4460 1.9327
C 2.9846 -5.1342 0.4557
C 5.0850 -6.5144 0.6470
C -6.7316 6.2859 0.7181
C 3.9561 0.1362 -4.0123
C -4.0359 3.9311 -0.1404
C 2.9553 -0.0870 -1.8181
C -4.0097 -5.1896 -1.6670
C 0.8186 -3.9662 0.3592
C 5.3115 2.1580 -4.6660
C 4.3627 -5.2381 0.3188
C 3.7796 -0.4528 1.6520
C -0.8168 2.5898 1.7658
C -1.9515 -1.4609 4.4796
C 2.6569 -1.9228 -3.5953
C -1.7415 -1.4114 2.9971
C 5.0405 -4.1218 -0.1242
C -5.0835 -0.4606 1.8218
C -2.0557 -2.3481 0.7129
C 5.3592 -1.8259 -0.8751
C -2.2420 1.2813 0.3248
C 0.9550 3.6047 2.9606
C -4.0527 4.3780 -4.7586
C 4.4867 1.3741 -3.6826
C 2.9617 -0.0801 4.2622
C -2.0773 2.3715 1.3715
C -3.4185 -4.3102 0.4571
C -0.5100 2.9307 -1.5623
C 3.1946 1.9199 -0.1933
C 4.3190 -0.1084 3.9752
C -3.3527 3.5864 -1.2341
C -2.7863 5.1880 2.1357
C 3.0124 -2.8303 -0.3169
H 5.7709 -0.3053 2.4046
H -1.8783 -0.8502 -2.2619
H -1.3445 -0.2683 -3.6925
H -4.4288 -4.2448 -2.0161
H 2.4184 -5.9888 0.8096
H -4.8996 -1.5246 1.6564
H 1.5375 3.9172 2.0928
H 2.9667 2.9644 -0.4153
H 4.7473 -7.3324 0.0082
H -0.4829 3.4810 -2.5044
H 4.9058 -6.8146 1.6807
H -2.5565 -3.1883 -1.1763
H 4.1386 -0.2746 -4.9991
H -6.6189 7.0362 -0.0625
H 4.5682 2.8642 -2.1594
H 4.9156 -0.8496 -1.0329
H -4.2781 3.6313 -5.5149
H 6.1599 -6.4046 0.5120
H -2.3023 5.1176 3.1065
H -4.8746 5.0873 -4.6663
H -5.4255 -0.2935 2.8413
H 2.9235 -2.0691 -4.6411
H 5.0509 0.0185 4.7611
H 0.2691 -3.6551 -0.5305
H -1.5129 -0.5769 4.9337
H 0.5398 -3.2778 1.1592
H 6.1201 -4.1677 -0.2266
H 0.4760 -4.9627 0.6389
H 1.0340 4.3536 3.7448
H 4.1114 -0.5622 0.6289
H 6.2070 2.5649 -4.1955
H 1.5668 -1.9701 -3.5248
H -0.4776 -1.4292 -2.9001
H 1.3364 2.6480 3.3170
H -5.8370 -0.1242 1.1113
H 2.6203 0.0751 5.2782
H -3.1420 4.9202 -5.0084
H -4.1471 -5.2460 2.2657
H -3.1220 -3.5720 3.7383
H -4.6145 -6.0191 -2.0173
H -2.0465 5.4323 1.3758
H -7.6009 5.6690 0.4941
H -3.5672 5.9406 2.1593
H 0.9724 -0.2081 3.5166
H 5.6229 1.5348 -5.5037
H 3.0525 -2.7729 -3.0368
H -6.8377 6.7551 1.6923
H 4.7450 2.9989 -5.0702
H 0.3114 2.2122 -1.5624
H -3.0168 -1.4894 4.7106
H 5.8494 -2.1123 -1.8082
H -2.9818 -5.3005 -2.0151
H -1.4904 -2.3558 4.8994
H -0.3998 3.6213 -0.7276
H 6.1431 -1.7217 -0.1222
H 4.0909 1.9064 0.4303
H 2.3786 1.5287 0.3950
```

## Properties
Kohn-Sham gap	5.5	eV
highest occupied orbital energy	-6.8876	eV
spin multiplicity	1
LUMO energy	-1.37	eV



Energy relative to the best compared isomer or geometry (same formula, charge and spin) readings, ordered: 16.3; 26.3; 182.5; 40.5; 328.7; 18.4 kcal/mol